Record 1
Molecular formula: C25H39N4ORhS2
Method: DFT, the ωB97M-V functional and the def2-TZVPD basis

XYZ file:
```
72
Properties=species:S:1:pos:R:3:forces:R:3:mulliken_charge:R:1
Rh 0.759152 -0.714707 -1.212491 -0.12 0.07 0.00 0.507
C 0.848225 -2.070552 1.411359 0.02 0.03 0.05 -1.422
N 0.640146 -0.790693 0.732113 0.15 -0.09 -0.13 1.588
C 0.604151 0.362000 1.334433 -0.04 0.03 0.05 -0.035
C 0.577422 1.495551 0.510140 0.04 -0.03 0.03 -0.009
C 0.597249 2.885844 0.645921 0.02 0.07 -0.03 -1.126
C 0.731934 3.405208 -0.641321 -0.01 -0.01 0.08 -0.491
C 0.792796 2.325857 -1.531069 -0.02 -0.02 0.02 -1.124
N 0.695107 1.188668 -0.832013 0.01 -0.08 -0.06 0.489
C 2.189076 -2.163586 2.107959 0.02 0.02 -0.05 0.301
C 3.300019 -1.474282 1.631586 -0.03 0.01 0.02 0.187
C 4.525715 -1.598537 2.268852 0.02 0.00 0.01 -0.664
C 4.652018 -2.421264 3.380087 0.02 0.01 -0.01 -0.563
C 3.547115 -3.109909 3.856948 -0.04 -0.01 0.00 -0.727
C 2.317614 -2.977326 3.226007 0.01 -0.03 0.00 -0.427
H 0.752904 -2.850203 0.649607 0.00 -0.02 0.00 0.403
H 0.034556 -2.235464 2.122326 0.03 0.02 0.00 0.350
H 0.620978 0.397371 2.419891 0.02 0.01 0.00 0.440
H 0.557108 3.439577 1.570490 0.01 -0.01 -0.01 0.575
H 0.797539 4.445392 -0.914408 0.00 -0.01 -0.01 0.556
H 0.891915 2.332007 -2.605729 -0.01 0.01 0.01 0.568
H 3.204563 -0.821674 0.770944 0.02 0.00 0.00 0.167
H 5.382867 -1.041522 1.910646 -0.01 0.00 0.00 0.507
H 5.606227 -2.514106 3.880793 0.00 0.00 0.00 0.425
H 3.637409 -3.743621 4.728680 0.00 0.00 0.00 0.420
H 1.456335 -3.512154 3.609833 0.01 0.00 0.00 0.445
O 2.475154 -1.688204 -1.884887 0.00 0.08 0.00 -0.746
S 3.710729 -1.989192 -2.764936 0.04 -0.07 0.08 0.173
C 4.667010 -0.457287 -2.801936 -0.01 0.00 0.00 -0.681
C 5.489232 -0.425868 -1.520789 0.03 -0.01 -0.01 -0.248
C 6.035228 -1.842597 -1.365157 0.00 0.01 0.01 -0.681
C 4.869531 -2.801002 -1.616999 -0.01 0.01 -0.01 -0.418
H 3.966247 0.364067 -2.947295 0.00 -0.01 -0.01 0.383
H 5.300134 -0.536187 -3.689262 0.00 0.00 0.00 0.417
H 4.858878 -0.153804 -0.672260 -0.02 0.00 0.01 -0.049
H 6.284575 0.314604 -1.594566 -0.01 0.00 0.01 0.428
H 6.455224 -2.020650 -0.375994 0.00 0.00 0.00 0.374
H 6.829926 -2.016580 -2.091721 -0.01 -0.01 -0.01 0.354
H 4.262903 -2.967437 -0.724881 0.00 -0.01 0.00 0.140
H 5.157446 -3.762371 -2.037679 -0.01 0.01 -0.01 0.425
C -4.588946 4.186736 -2.261316 -0.01 -0.02 -0.01 -1.141
C -4.856989 2.714900 -2.561135 0.00 0.01 0.00 -0.345
C -3.681691 1.990810 -3.219237 -0.01 -0.01 0.02 -0.611
C -2.370555 2.093466 -2.447982 -0.05 0.00 -0.07 -1.181
N -2.529137 1.653099 -1.055178 -0.02 0.01 0.02 0.050
C -2.228800 0.486751 -0.521417 0.08 0.00 0.04 0.697
S -1.462657 -0.774592 -1.508962 -0.02 0.01 -0.04 -0.301
N -2.541882 0.244904 0.741385 0.00 -0.02 0.02 0.192
C -2.521834 -1.046428 1.445962 -0.10 -0.01 -0.06 -0.685
C -3.911816 -1.666740 1.570361 0.00 0.02 0.00 -0.840
C -4.814489 -1.054621 2.640813 0.00 0.02 0.00 -0.477
C -5.118151 0.434989 2.479314 0.00 -0.02 0.00 -1.055
H -5.486675 4.675882 -1.886973 0.00 0.00 0.00 0.373
H -4.272881 4.718610 -3.160405 0.00 0.00 0.01 0.308
H -3.809147 4.331267 -1.506418 0.00 0.01 -0.01 0.262
H -5.715766 2.632907 -3.227894 0.00 0.00 0.00 0.384
H -5.155876 2.191419 -1.645892 0.01 0.00 0.00 0.148
H -3.502755 2.409123 -4.212676 0.01 0.00 0.00 0.406
H -3.927406 0.934720 -3.361029 0.00 0.00 -0.01 0.291
H -2.012610 3.122487 -2.409807 0.00 -0.03 0.02 0.552
H -1.601008 1.483299 -2.910932 0.01 0.01 0.01 0.385
H -3.059230 2.294789 -0.476954 0.01 0.00 0.01 0.328
H -3.044301 0.976647 1.228646 -0.02 0.01 0.00 0.102
H -2.085669 -0.872817 2.433063 0.00 0.02 0.01 0.337
H -1.860970 -1.705109 0.891161 -0.03 0.01 0.00 0.375
H -3.769976 -2.725086 1.799751 0.00 0.00 -0.01 0.364
H -4.398706 -1.626314 0.590516 0.01 0.00 0.01 0.264
H -4.371394 -1.229959 3.624644 -0.01 0.00 0.01 0.314
H -5.754452 -1.607608 2.632987 0.00 0.00 0.00 0.395
H -4.278693 1.067934 2.789425 0.01 -0.01 -0.02 0.305
H -5.952826 0.728692 3.113580 0.01 0.00 0.00 0.385
H -5.395068 0.680444 1.449359 -0.02 0.00 0.02 0.210
```
Forces are in eV/Å.

Summary:
molar mass	578.7	g/mol
Kohn-Sham gap	6.703	eV
total charge	+2
E_LUMO	-7.43	eV
energy relative to the best compared isomer or geometry (same formula, charge and spin)	0.477	eV

=====

Record 2
Molecular formula: C25H40N
Method: DFT, the ωB97M-V functional and the def2-TZVPD basis

XYZ file:
```
66
Properties=species:S:1:pos:R:3:forces:R:3:nbo_charge:R:1
C -6.625931 -0.571038 -0.356008 0.16 -0.20 -0.02 -0.600
C -5.258169 -1.220118 -0.184577 -0.06 0.33 0.03 -0.394
C -4.242346 -0.242294 0.403916 0.08 -0.38 0.10 -0.391
C -2.866261 -0.870611 0.632979 -0.11 0.17 -0.33 -0.396
C -2.088335 -1.078168 -0.664219 0.21 0.03 0.29 -0.381
C -0.708418 -1.704294 -0.453207 -0.31 -0.13 -0.08 -0.398
C -0.783531 -3.107359 0.150918 0.28 0.04 -0.19 -0.395
C 0.483000 -3.946869 -0.029324 -0.12 0.04 0.34 -0.390
C 1.724912 -3.400881 0.687333 -0.03 -0.04 -0.39 -0.395
C 2.612356 -2.544338 -0.214402 0.12 0.00 0.49 -0.399
C 3.839828 -2.020168 0.527452 0.02 0.01 -0.35 -0.394
C 4.828156 -1.283894 -0.379567 -0.15 0.04 0.03 -0.389
C 4.243954 -0.091752 -1.139688 0.09 -0.06 0.33 -0.393
C 3.687170 0.988360 -0.212720 -0.03 -0.06 -0.46 -0.409
C 3.177145 2.189795 -1.004007 -0.01 0.01 0.38 -0.406
C 2.671394 3.319743 -0.096297 0.81 0.03 -0.83 -0.216
N 1.481850 2.921937 0.640451 -0.17 -0.11 0.51 -0.259
C 1.638102 2.442331 1.867745 -0.12 -0.07 0.30 0.138
C 0.571935 2.014028 2.646911 -0.28 -0.01 -0.07 -0.267
C -0.702484 2.112604 2.141969 0.40 0.07 -0.08 -0.066
C -0.896975 2.609993 0.841540 0.36 0.09 -0.15 -0.015
C -2.189389 2.729457 0.286370 0.03 0.07 -0.23 -0.162
C -2.358118 3.182582 -0.991972 -0.09 -0.09 0.26 -0.190
C -1.239306 3.533279 -1.760886 0.27 -0.04 0.18 -0.133
C 0.031339 3.449125 -1.248391 0.06 0.08 -0.18 -0.234
C 0.237939 2.996873 0.066588 -0.95 -0.10 0.03 0.169
H -7.335364 -1.283317 -0.768418 -0.14 0.00 -0.04 0.218
H -7.008750 -0.223378 0.601071 -0.08 0.06 0.08 0.202
H -6.565590 0.280233 -1.031201 -0.05 0.10 -0.07 0.198
H -5.348081 -2.084549 0.476086 0.06 -0.08 -0.01 0.200
H -4.908468 -1.576959 -1.154338 0.03 -0.10 0.00 0.197
H -4.631544 0.121328 1.358809 -0.06 0.11 0.01 0.198
H -4.145641 0.614553 -0.268499 -0.03 0.11 -0.01 0.181
H -2.274673 -0.230781 1.296107 0.08 -0.04 0.09 0.173
H -3.000790 -1.828252 1.135736 0.04 -0.03 0.15 0.210
H -1.968359 -0.110823 -1.164553 -0.08 0.01 -0.06 0.187
H -2.662004 -1.722889 -1.330275 -0.04 0.00 -0.12 0.204
H -0.213431 -1.765469 -1.425324 0.12 0.04 0.00 0.203
H -0.110162 -1.052967 0.191314 0.13 0.08 -0.01 0.178
H -1.608378 -3.642277 -0.325123 -0.12 -0.01 0.04 0.205
H -1.007728 -3.036434 1.216957 -0.09 -0.06 0.05 0.195
H 0.265168 -4.944376 0.356597 0.02 -0.05 -0.09 0.213
H 0.698437 -4.053208 -1.094401 0.00 -0.07 -0.08 0.196
H 2.323098 -4.237852 1.052501 0.03 0.02 0.09 0.209
H 1.417194 -2.820255 1.560604 0.01 0.02 0.13 0.188
H 2.942505 -3.147745 -1.062438 -0.03 0.01 -0.13 0.203
H 2.031499 -1.709427 -0.606186 -0.05 0.05 -0.14 0.187
H 4.364236 -2.865001 0.978312 -0.01 0.00 0.11 0.214
H 3.522915 -1.369860 1.346779 -0.01 -0.01 0.11 0.182
H 5.669331 -0.940024 0.226640 0.11 -0.01 -0.05 0.203
H 5.220701 -1.990470 -1.112733 0.10 -0.04 0.01 0.212
H 3.457039 -0.434003 -1.812987 -0.04 0.03 -0.10 0.203
H 5.034015 0.343563 -1.754927 -0.03 0.03 -0.09 0.210
H 4.477435 1.306085 0.471456 0.02 0.03 0.15 0.201
H 2.872403 0.563501 0.377605 -0.01 -0.04 0.11 0.193
H 3.989121 2.594039 -1.609696 -0.03 0.06 -0.06 0.232
H 2.383512 1.867922 -1.680731 -0.01 0.04 -0.09 0.213
H 3.451324 3.572056 0.624750 -0.18 0.04 0.01 0.227
H 2.452268 4.215893 -0.677398 -0.04 -0.03 0.19 0.231
H 2.645165 2.408771 2.256639 0.07 0.05 -0.12 0.240
H 0.760280 1.629326 3.635548 0.06 -0.01 0.07 0.257
H -1.558164 1.815616 2.728908 -0.09 -0.04 0.07 0.246
H -3.035113 2.449527 0.894000 -0.11 -0.06 0.06 0.239
H -3.345426 3.271137 -1.416637 -0.11 -0.01 -0.01 0.242
H -1.379611 3.879190 -2.773129 0.03 0.04 -0.09 0.240
H 0.859786 3.729285 -1.876333 0.10 0.01 -0.03 0.235
```
Forces are in eV/Å.

Summary:
molar mass	354.6	g/mol
Kohn-Sham gap	8.366	eV
total charge	+1
E_LUMO	-4.46	eV
energy relative to the best compared isomer or geometry (same formula, charge and spin)	0.034	eV
SMILES	CCCCCCCCCCCCCCCC[n+]1cccc2ccccc21

=====

Record 3
Molecular formula: C25H41BF2N6Pd
Method: DFT, the ωB97M-V functional and the def2-TZVPD basis

XYZ file:
```
76
Properties=species:S:1:pos:R:3:forces:R:3:mulliken_charge:R:1
Pd 1.346785 -0.677375 0.100057 -0.02 0.07 0.24 -0.579
C -1.436298 4.120962 3.350237 0.00 0.00 0.00 -1.370
C -0.483332 3.560020 2.343686 0.01 0.01 0.02 0.589
C 0.695441 4.117010 1.891163 -0.05 0.05 -0.09 -0.970
C 1.154380 3.223992 0.895136 0.02 -0.01 0.04 -0.483
N 0.326628 2.203350 0.783106 0.02 -0.03 0.04 0.065
N -0.673447 2.403922 1.666415 -0.02 -0.01 -0.04 0.681
B -1.848672 1.399260 1.770973 0.06 0.01 0.00 -0.983
N -1.460445 0.075908 2.491214 0.05 0.00 -0.05 0.838
N -0.944389 -0.969639 1.803353 0.05 0.00 -0.04 0.102
C -0.848207 -1.980043 2.648623 0.04 0.00 0.05 -0.353
C -1.289049 -1.584978 3.931662 -0.04 -0.03 -0.04 -1.060
C -1.674287 -0.269338 3.780368 -0.01 -0.02 -0.03 0.640
C -2.244635 0.644347 4.815060 -0.01 0.01 0.00 -1.410
C -0.299175 -3.323207 2.222050 0.08 0.03 0.03 2.698
C -0.973775 -4.429644 3.040122 -0.01 0.00 0.02 -2.100
C 1.214156 -3.344852 2.474827 -0.01 -0.06 0.03 -1.378
C -0.559518 -3.565798 0.735083 -0.06 0.03 -0.06 -1.517
N -2.418213 1.073223 0.377081 -0.15 0.06 0.06 0.280
N -1.654827 0.526666 -0.589482 0.07 0.06 0.04 0.351
C -2.436281 0.313495 -1.623274 -0.12 -0.01 -0.09 -0.275
C -3.761248 0.727026 -1.337767 0.04 0.01 0.05 -1.237
C -3.698976 1.204523 -0.044587 0.01 -0.04 -0.03 0.665
C -4.800461 1.769469 0.794289 0.02 0.00 0.00 -1.503
C -1.893089 -0.348638 -2.864482 0.02 -0.01 -0.02 2.738
C -2.473695 0.331532 -4.109366 0.01 -0.03 -0.01 -2.000
C -0.368781 -0.257515 -2.889978 0.13 -0.11 -0.07 -1.373
C -2.306481 -1.826929 -2.857127 0.01 -0.01 0.03 -1.434
C 2.414626 3.293476 0.063151 0.02 -0.01 0.04 2.648
C 3.527781 2.533733 0.797138 0.00 -0.03 0.00 -1.453
C 2.826146 4.756514 -0.127896 0.01 -0.01 0.03 -2.215
C 2.191224 2.640969 -1.301991 -0.07 -0.04 -0.03 -1.217
H -1.067872 5.093027 3.682441 -0.01 0.01 0.00 0.366
H -2.435283 4.255491 2.930425 0.01 0.00 0.00 0.181
H -1.540496 3.483549 4.228132 -0.01 -0.03 0.02 0.122
H 1.130517 5.047768 2.221106 -0.01 0.00 -0.01 0.307
H -2.712377 1.931234 2.427663 -0.01 -0.01 0.01 -0.236
H -1.335913 -2.164504 4.840581 0.00 0.00 -0.01 0.300
H -2.381406 0.087726 5.743645 -0.01 0.00 0.00 0.369
H -1.583144 1.485870 5.025051 0.03 0.02 -0.01 0.091
H -3.209132 1.055938 4.510343 0.01 0.01 -0.01 0.247
H -0.770421 -4.318217 4.109076 0.00 0.00 -0.02 0.287
H -2.057596 -4.416060 2.896065 -0.01 -0.01 0.00 0.412
H -0.594376 -5.406197 2.725527 0.00 0.00 0.00 0.450
H 1.432545 -3.135088 3.527020 0.00 -0.01 0.00 0.325
H 1.632248 -4.323959 2.217621 0.00 -0.02 0.00 0.418
H 1.700564 -2.589285 1.850403 0.02 0.05 -0.03 0.065
H -1.632609 -3.542704 0.520590 0.00 -0.01 0.00 0.394
H -0.065236 -2.800555 0.124255 0.03 0.00 0.07 -0.065
H -0.159767 -4.543572 0.446273 0.00 0.00 0.00 0.419
H -4.636440 0.688955 -1.968299 0.00 0.00 0.00 0.347
H -5.726802 1.766571 0.217151 0.00 0.00 0.01 0.363
H -4.957755 1.184200 1.702461 0.00 -0.01 0.00 0.247
H -4.589449 2.795063 1.104058 0.00 0.00 0.00 0.206
H -2.215932 1.392555 -4.118567 0.00 0.01 -0.01 0.384
H -2.066777 -0.130867 -5.014042 -0.01 0.00 0.00 0.440
H -3.563780 0.244821 -4.144059 0.00 0.00 0.01 0.302
H -0.035773 0.779925 -2.967930 -0.02 0.00 0.05 0.219
H 0.104238 -0.679035 -1.987382 -0.11 0.10 -0.14 -0.076
H 0.017058 -0.811260 -3.753677 -0.01 0.03 -0.02 0.434
H -3.394021 -1.929613 -2.797433 0.00 0.00 -0.01 0.348
H -1.956082 -2.327844 -3.765628 0.00 0.00 0.00 0.420
H -1.865854 -2.328270 -1.993607 0.00 0.00 0.00 0.075
H 3.692064 2.952743 1.794988 0.00 0.01 -0.01 0.387
H 3.240073 1.483819 0.896301 -0.02 0.00 0.01 0.084
H 4.465587 2.587102 0.234075 0.00 -0.01 -0.01 0.422
H 3.043845 5.240532 0.828972 0.00 -0.01 -0.01 0.303
H 3.726824 4.812011 -0.746249 0.00 0.00 0.00 0.443
H 2.031832 5.321482 -0.622470 0.00 0.01 -0.01 0.436
H 1.893317 1.591665 -1.187720 0.03 0.04 0.05 -0.063
H 1.405462 3.163999 -1.855980 0.00 0.00 0.00 0.355
H 3.118099 2.673061 -1.884222 0.00 0.00 0.00 0.433
F 3.829393 -0.914827 -1.548163 0.01 0.01 -0.02 -0.345
C 3.285753 -1.164762 -0.235681 -0.08 -0.03 -0.08 0.293
F 3.680133 -2.539915 -0.037396 0.02 -0.02 0.01 -0.334
H 4.021069 -0.642443 0.398990 0.03 -0.02 0.00 0.041
```
Forces are in eV/Å.

Summary:
molar mass	580.9	g/mol
Kohn-Sham gap	3.534	eV
total charge	-2
E_LUMO	4.54	eV
energy relative to the best compared isomer or geometry (same formula, charge and spin)	0.085	eV

=====

> The highest E_LUMO belongs to which entry?

C25H41BF2N6Pd

=====

> The highest molar mass belongs to which entry?

C25H41BF2N6Pd